# 1
DFT (ωB97M-V with the def2-TZVPD basis set) results for the ion C2H6N4O2 with charge +2 in a non-equilibrium geometry.

Each line ends with the natural charge from an NBO analysis.
CARTESIAN COORDINATES (ANGSTROEM)
N (2.633, 0.181, 0.283)  -0.6621
C (1.703, 0.369, -0.527)  0.5541
N (0.024, 0.247, -0.035)  -0.5855
C (-1.033, -0.037, -0.766)  0.3965
N (-2.179, -0.274, -0.216)  -0.6430
N (1.905, 1.082, -2.201)  0.6619
O (3.028, 1.220, -2.379)  -0.1473
O (0.874, 1.242, -2.676)  -0.1735
H (3.602, 0.320, -0.060)  0.4981
H (2.576, -0.114, 1.266)  0.4874
H (-0.026, 0.223, 0.980)  0.4335
H (-0.958, -0.047, -1.851)  0.2665
H (-3.012, -0.448, -0.772)  0.4700
H (-2.315, -0.275, 0.794)  0.4434

- energy above the lowest of the compared OMol25 structures with the same formula, charge and spin (kcal per mole) = 58.8
- charge = +2
- SMILES = N/C(=[NH+]/C=[NH2+])[N+](=O)[O-]

---

# 2
DFT (ωB97M-V with the def2-TZVPD basis set) results for a structure of composition C35H35Cl3NNaO3S2Te in a non-equilibrium geometry.

Each line ends with the Löwdin charge.
CARTESIAN COORDINATES (ANGSTROEM)
Na (0.994, -0.152, -0.207)  0.2568
C (4.164, 2.432, 3.686)  -0.0514
C (2.869, 2.775, 4.443)  -0.5554
C (2.116, 3.871, 3.671)  -0.0434
C (3.246, 3.326, 5.819)  -0.0836
C (1.978, 1.535, 4.529)  -0.1696
C (1.473, 1.042, 5.740)  -0.0470
C (0.621, -0.055, 5.784)  -0.0952
C (0.258, -0.665, 4.590)  -0.4828
S (-0.815, -1.989, 4.278)  1.0561
C (-0.542, -1.775, 2.523)  -0.4742
N (0.313, -0.856, 2.248)  0.1314
C (0.765, -0.194, 3.374)  -0.2823
C (1.624, 0.896, 3.349)  0.0527
C (-1.307, -2.572, 1.551)  -0.2550
C (-1.850, -3.802, 1.951)  -0.0921
C (-2.551, -4.579, 1.049)  -0.1238
C (-2.721, -4.110, -0.256)  -0.1101
C (-2.237, -2.860, -0.610)  -0.1548
C (-1.518, -2.036, 0.268)  -0.1527
H (4.803, 3.319, 3.622)  0.0818
H (3.961, 2.088, 2.670)  0.0557
H (4.715, 1.645, 4.205)  0.0890
H (2.730, 4.774, 3.600)  0.0791
H (1.180, 4.124, 4.176)  0.0864
H (1.878, 3.538, 2.660)  0.0872
H (3.890, 4.199, 5.692)  0.0765
H (3.794, 2.583, 6.405)  0.0823
H (2.364, 3.637, 6.386)  0.0773
H (1.742, 1.512, 6.676)  0.0897
H (0.241, -0.416, 6.732)  0.0964
H (1.993, 1.221, 2.381)  0.1064
H (-1.709, -4.152, 2.971)  0.0709
H (-2.964, -5.533, 1.355)  0.0816
H (-3.261, -4.715, -0.979)  0.0860
H (-2.443, -2.471, -1.608)  0.0565
Cl (4.473, -1.892, 1.993)  0.5598
C (4.877, -0.882, 0.572)  -1.4774
Cl (5.652, -1.898, -0.661)  0.5601
Cl (6.026, 0.378, 1.080)  0.5504
C (3.491, -0.272, 0.047)  -0.8263
O (3.232, 0.883, 0.422)  -0.0496
O (2.834, -1.067, -0.639)  -0.0653
C (0.162, -0.623, -9.636)  -0.0827
C (0.074, -0.491, -8.134)  -0.3096
C (-0.112, 0.741, -7.522)  -0.0530
C (-0.271, 0.864, -6.142)  -0.3367
C (-0.440, 2.244, -5.561)  -0.1367
C (-0.264, -0.278, -5.310)  -0.5516
Te (-0.809, -0.113, -3.245)  0.8456
C (0.004, -1.520, -5.927)  -0.3273
C (0.165, -2.797, -5.135)  -0.1062
C (0.159, -1.604, -7.310)  -0.0556
H (0.053, 0.351, -10.117)  0.0595
H (-0.626, -1.277, -10.019)  0.0658
H (1.120, -1.050, -9.949)  0.0655
H (-0.141, 1.637, -8.139)  0.0952
H (-0.389, 3.006, -6.345)  0.0573
H (0.335, 2.437, -4.818)  0.0582
H (-1.393, 2.327, -5.035)  0.0401
H (-0.083, -2.638, -4.088)  -0.0131
H (1.202, -3.144, -5.192)  0.0752
H (-0.476, -3.590, -5.534)  0.0685
H (0.348, -2.579, -7.758)  0.1074
C (-2.979, 1.755, -0.734)  -0.2436
S (-2.075, 0.116, -0.382)  0.6912
O (-0.766, 0.750, 0.001)  -0.6223
C (-3.097, -0.012, 1.111)  -0.3768
C (-4.311, -0.686, 1.079)  -0.0770
C (-5.065, -0.802, 2.239)  -0.0939
C (-4.614, -0.233, 3.427)  -0.1132
C (-3.413, 0.465, 3.445)  -0.0967
C (-2.654, 0.576, 2.286)  -0.0831
H (-2.873, 2.443, 0.108)  0.0345
H (-4.037, 1.543, -0.922)  0.0338
H (-2.512, 2.170, -1.629)  0.0002
H (-4.647, -1.137, 0.151)  0.1153
H (-6.003, -1.345, 2.222)  0.0916
H (-5.191, -0.347, 4.338)  0.0868
H (-3.056, 0.909, 4.368)  0.0980
H (-1.702, 1.101, 2.273)  0.1110

- energy above the lowest of the compared OMol25 structures with the same formula, charge and spin (kcal per mole) = 13.3
- charge = -2

---

# 3
DFT (ωB97M-V with the def2-TZVPD basis set) results for a structure of composition C23H47CrO16 in a non-equilibrium geometry.

Each line ends with the Löwdin charge.
CARTESIAN COORDINATES (ANGSTROEM)
Cr (-0.935, -2.395, -1.544)  0.5675
C (2.008, -0.149, 0.517)  -0.0850
C (0.508, 0.084, 0.518)  -0.5416
C (0.179, 1.563, 0.696)  -0.0530
O (-0.027, -0.569, -0.670)  -0.3752
H (2.286, -1.203, 0.514)  0.0527
H (2.315, 0.153, 1.518)  0.0659
H (2.559, 0.368, -0.269)  0.0690
H (0.199, -0.472, 1.403)  0.1020
H (0.693, 2.027, 1.538)  0.0584
H (-0.894, 1.722, 0.805)  0.0538
H (0.351, 2.301, -0.087)  0.0622
C (-3.896, -3.581, 1.610)  -0.0542
C (-2.923, -4.704, 1.398)  -0.2146
O (-1.657, -4.645, 2.061)  0.0833
C (-0.681, -3.941, 1.588)  -0.6692
O (-0.708, -3.327, 0.548)  0.0641
O (0.332, -4.319, 2.243)  0.0660
C (1.483, -3.397, 2.300)  0.0255
H (-3.503, -2.565, 1.590)  0.0829
H (-4.279, -3.859, 2.592)  0.0801
H (-4.619, -3.651, 0.797)  0.0797
H (-2.887, -4.861, 0.320)  0.1151
H (-3.392, -5.640, 1.703)  0.1268
H (2.223, -3.722, 3.031)  0.0973
H (1.214, -2.353, 2.461)  0.0862
H (2.020, -3.325, 1.354)  0.0863
C (0.361, 2.223, -4.591)  -0.0584
C (-0.459, 1.108, -3.989)  -0.1988
O (0.144, -0.008, -4.566)  0.0596
C (-0.305, -1.197, -4.355)  -0.6642
O (-1.067, -1.472, -3.466)  0.0344
O (0.295, -1.931, -5.169)  0.0683
C (0.000, -3.291, -5.428)  -0.0020
H (0.220, 3.137, -4.014)  0.0743
H (0.117, 2.518, -5.612)  0.0764
H (1.427, 1.999, -4.609)  0.0842
H (-1.523, 1.161, -4.221)  0.1370
H (-0.315, 0.994, -2.914)  0.1164
H (0.944, -3.814, -5.576)  0.1001
H (-0.586, -3.268, -6.347)  0.1046
H (-0.485, -3.828, -4.614)  0.0835
C (2.740, 4.545, 0.225)  -0.0507
C (3.740, 3.400, -0.211)  -0.1496
O (5.161, 3.623, 0.042)  0.0037
C (5.648, 3.809, 1.298)  -0.4478
O (5.006, 3.894, 2.342)  0.1038
O (7.068, 3.945, 1.334)  -0.0258
C (7.814, 3.673, 0.181)  -0.0978
H (2.714, 4.639, 1.311)  0.0477
H (1.755, 4.362, -0.204)  0.0665
H (3.086, 5.492, -0.191)  0.0731
H (3.584, 3.237, -1.277)  0.1197
H (3.362, 2.532, 0.329)  0.0962
H (8.835, 4.004, 0.372)  0.0938
H (7.499, 4.168, -0.737)  0.0899
H (7.827, 2.603, -0.028)  0.0941
C (-2.293, 0.063, 4.649)  -0.0701
C (-1.260, 0.710, 5.540)  -0.1881
O (0.023, 0.749, 4.793)  0.0020
C (0.531, 1.981, 4.429)  -0.5132
O (-0.038, 3.104, 4.493)  0.0643
O (1.815, 1.845, 4.104)  -0.0174
C (2.653, 2.943, 3.857)  -0.0573
H (-2.458, 0.639, 3.739)  0.0754
H (-3.305, -0.130, 5.003)  0.0767
H (-1.904, -0.921, 4.387)  0.0717
H (-1.059, 0.101, 6.421)  0.1156
H (-1.535, 1.665, 5.987)  0.1180
H (2.804, 3.595, 4.718)  0.1103
H (2.506, 3.471, 2.914)  0.0633
H (3.625, 2.496, 3.646)  0.0815
C (-4.646, -2.856, -4.145)  -0.0596
C (-5.379, -2.789, -2.796)  -0.1695
O (-5.184, -1.490, -2.184)  0.0221
C (-4.062, -1.054, -1.552)  -0.5576
O (-3.041, -1.675, -1.485)  0.0570
O (-4.199, 0.219, -1.276)  0.0414
C (-3.154, 0.965, -0.692)  -0.0382
H (-4.981, -2.127, -4.883)  0.0755
H (-4.701, -3.758, -4.755)  0.0767
H (-3.591, -2.622, -4.007)  0.0580
H (-4.903, -3.529, -2.154)  0.1103
H (-6.446, -3.005, -2.856)  0.1221
H (-3.049, 0.898, 0.391)  0.0970
H (-3.213, 1.967, -1.118)  0.1036
H (-2.136, 0.750, -1.017)  0.0642

- ⟨S²⟩ = 8.75
- multiplicity = 6

---

E_tot readings, ordered: -448.44325, -4242.54378, -3152.73896 Ha